13 unconnected molecules or ions with the total composition C6H38NO13 at a distorted geometry, computed with ωB97M-V/def2-TZVPD.

Geometry as XYZ:
```
58
Properties=species:S:1:pos:R:3
C 1.908 1.226 -0.973
N 1.282 1.617 0.307
C 1.180 3.036 0.515
O -0.030 3.695 0.250
C 2.223 -0.267 -0.972
C 0.981 -1.196 -0.844
C 1.054 -2.083 -2.117
C 0.457 -1.409 -3.412
H 1.426 1.491 -1.911
H 2.838 1.783 -1.138
H 0.455 1.066 0.487
H 1.957 3.623 0.036
H 1.443 3.183 1.586
H 2.628 -0.392 -1.983
H 2.847 -0.484 -0.105
H 1.014 -1.867 0.014
H 0.046 -0.609 -0.869
H 0.388 -2.942 -2.009
H 2.001 -2.530 -2.389
H -0.578 -1.720 -3.488
H 0.563 -0.347 -3.245
H 0.940 -1.834 -4.292
H 2.824 -0.261 2.963
H 2.029 -0.008 1.712
O 2.525 -0.714 2.169
H 2.384 -2.505 1.975
H 1.028 -3.359 2.355
O 1.946 -3.377 2.030
H -0.567 3.002 2.582
H -1.168 1.770 1.687
O -0.976 2.136 2.679
H -2.556 -0.152 3.580
H -1.373 -0.049 2.583
O -2.019 -0.662 2.963
H 1.126 0.160 3.423
H 0.041 1.232 3.792
O 0.909 0.836 4.068
H -0.651 -1.619 1.589
H -1.200 -2.221 2.811
O -0.762 -2.493 1.993
H -2.657 -0.887 1.330
H -3.323 0.061 0.381
O -3.125 -0.872 0.474
H -3.426 -0.155 -1.901
H -3.063 -1.587 -2.300
O -3.054 -0.677 -2.619
H -0.748 3.021 0.267
H -2.322 2.112 0.130
O -1.578 1.524 0.343
H -2.181 -2.575 -0.102
H -1.142 -1.970 -1.153
O -1.900 -2.547 -1.022
H -1.237 0.526 -0.954
H -1.262 -0.281 -2.308
O -0.731 0.381 -1.810
H -0.033 2.826 -3.706
H 0.538 3.115 -2.253
O 0.682 3.227 -3.202
```

Summary:
* total charge: -1
* energy above the lowest of the compared OMol25 structures with the same formula, charge and spin: 105.3 kcal/mol
* LUMO energy: 2.55 eV
* highest occupied orbital energy: -6.062 eV